Entry 1:
A molecular structure, C2H2O2Rb. Source: the Open Molecules 2025 dataset; level of theory: wB97M-V/def2-TZVPD.

```
! wB97M-V def2-TZVPD RIJCOSX def2/J DEFGRID3
* xyz -1 1
C 1.41 0.49 -0.99
O 0.85 0.18 0.32
C -0.25 -0.40 0.68
O -0.71 -1.20 -0.34
H 0.74 -0.05 -1.70
Rb -0.54 2.60 2.05
H -1.51 -1.62 -0.01
*
```

Calculated values
- highest occupied orbital energy (alpha / beta) (eV) = -2.28 / -0.54
- LUMO (alpha / beta) (eV) = 2.84 / 2.48
- gap between HOMO and LUMO (alpha / beta) (eV) = 5.1225 / 3.0147

natural (NBO) atomic charge list, values in e, 6 entries: -0.430 -0.606 0.227 -0.738 0.046 0.024

=====

Entry 2:
2 unconnected molecules or ions with the total composition C4H7ClN2O at a distorted geometry. Source: the Open Molecules 2025 dataset; level of theory: wB97M-V/def2-TZVPD.

```
! wB97M-V def2-TZVPD RIJCOSX def2/J DEFGRID3
* xyz 0 1
C -1.25 0.35 0.14
C -0.54 -0.70 1.11
C 1.38 -0.25 -0.40
C -0.37 1.52 -0.24
H -2.07 0.56 0.81
H -1.08 -1.72 1.28
H -0.46 -0.15 2.10
H 0.70 -2.51 -0.11
H 2.71 -0.21 -1.70
H -0.50 2.32 0.53
H -0.76 1.98 -1.28
N 0.62 -0.91 0.29
N 2.50 -0.86 -0.91
O 1.01 1.19 -0.48
Cl -1.89 -0.63 -1.14
*
```

Calculated values
- highest occupied orbital energy (eV) = -8.44
- LUMO (eV) = -1.08
- gap between HOMO and LUMO (eV) = 7.3609

natural (NBO) atomic charge list, values in e, 6 entries: -0.268 -0.218 0.652 -0.097 0.228 0.242

=====

Entry 3:
C3H3ClIN3 in the gas phase at a distorted geometry. Source: the Open Molecules 2025 dataset; level of theory: wB97M-V/def2-TZVPD.

```
! wB97M-V def2-TZVPD RIJCOSX def2/J DEFGRID3
* xyz 0 1
C -1.29 -0.18 -1.12
C -1.59 0.27 0.16
C 1.83 -0.10 0.65
N 0.13 -0.40 -1.11
N -0.45 0.16 0.98
N 0.46 -0.17 0.12
Cl -2.09 -0.35 -2.54
I -3.50 0.88 0.84
H 2.56 -0.21 -0.24
H 1.93 0.91 0.89
H 2.01 -0.82 1.37
*
```

Calculated values
- highest occupied orbital energy (eV) = -9.17
- LUMO (eV) = 0.42
- gap between HOMO and LUMO (eV) = 9.5830

natural (NBO) atomic charge list, values in e, 6 entries: -0.070 -0.079 -0.400 -0.230 -0.264 0.056

=====

Entry 4:
A molecular structure, C6H4NO2S8Yb at a distorted geometry. Source: the Open Molecules 2025 dataset; level of theory: wB97M-V/def2-TZVPD.

```
! wB97M-V def2-TZVPD RIJCOSX def2/J DEFGRID3
* xyz -2 2
Yb 0.32 0.26 0.46
S -1.21 -0.01 2.78
S 0.39 0.63 3.87
S 0.97 2.45 3.07
S 2.10 2.11 1.39
O -3.35 1.33 -1.23
C -2.40 0.80 -0.67
O -1.30 1.33 -0.34
C -2.56 -0.69 -0.29
C -3.84 -1.23 -0.19
C -3.98 -2.55 0.21
C -2.84 -3.28 0.47
C -1.60 -2.68 0.32
N -1.45 -1.40 -0.05
H -4.68 -0.60 -0.42
H -4.97 -2.99 0.32
H -2.90 -4.31 0.80
H -0.68 -3.22 0.52
S 1.27 0.13 -2.11
S 2.88 -1.01 -1.59
S 2.16 -2.65 -0.54
S 1.69 -2.00 1.34
*
```

Calculated values
- highest occupied orbital energy (alpha / beta) (eV) = -1.20 / -1.21
- LUMO (alpha / beta) (eV) = 4.78 / 4.78
- <S²> = 0.7509
- gap between HOMO and LUMO (alpha / beta) (eV) = 5.9766 / 5.9872

natural (NBO) atomic charge list, values in e, 6 entries: 1.409 -0.591 -0.076 -0.098 -0.558 -0.672

=====

Entry 5:
A molecular structure, C43H36GeN5Tl. Source: the Open Molecules 2025 dataset; level of theory: wB97M-V/def2-TZVPD.

```
! wB97M-V def2-TZVPD RIJCOSX def2/J DEFGRID3
* xyz 0 1
Tl 1.03 0.28 0.28
C 0.16 -3.15 0.58
N 1.37 -2.34 0.66
C 2.49 -2.75 -0.15
C 2.69 -1.88 -1.36
N 2.13 -0.72 -1.57
C 2.68 -0.23 -2.75
C 2.44 0.96 -3.42
C 3.14 1.19 -4.59
C 4.06 0.25 -5.08
C 4.31 -0.94 -4.43
C 3.60 -1.15 -3.25
N 3.58 -2.20 -2.34
C -0.68 -2.75 -0.60
N -0.66 -1.59 -1.17
C -1.59 -1.66 -2.19
C -1.97 -0.69 -3.11
C -2.94 -1.03 -4.04
C -3.51 -2.31 -4.06
C -3.14 -3.28 -3.15
C -2.17 -2.93 -2.22
N -1.57 -3.62 -1.18
H 0.40 -4.22 0.50
H -0.42 -3.01 1.49
H 1.63 -2.15 1.62
H 3.41 -2.69 0.44
H 2.38 -3.79 -0.49
H 1.73 1.69 -3.04
H 2.98 2.11 -5.14
H 4.59 0.46 -6.00
H 5.01 -1.66 -4.81
H 4.14 -3.04 -2.37
H -1.54 0.30 -3.09
H -3.26 -0.30 -4.77
H -4.27 -2.54 -4.80
H -3.60 -4.27 -3.16
H -1.75 -4.56 -0.90
C 3.21 0.19 1.04
C 4.36 0.13 1.43
C 5.72 0.04 1.89
C 6.05 0.38 3.20
C 7.36 0.29 3.64
C 8.36 -0.13 2.78
C 8.05 -0.46 1.47
C 6.74 -0.37 1.03
H 5.26 0.70 3.87
H 7.60 0.55 4.67
H 9.39 -0.19 3.13
H 8.83 -0.78 0.79
H 6.49 -0.62 0.00
C -0.31 0.57 1.89
Ge -2.05 1.30 1.53
C -2.25 2.93 0.45
C -3.47 3.60 0.45
C -3.67 4.74 -0.31
C -2.63 5.24 -1.09
C -1.40 4.60 -1.09
C -1.22 3.45 -0.33
C -2.86 1.74 3.26
C -2.26 2.70 4.08
C -2.81 3.05 5.30
C -3.98 2.45 5.73
C -4.59 1.49 4.94
C -4.04 1.14 3.71
C -3.20 -0.07 0.73
C -3.24 -1.34 1.32
C -4.11 -2.32 0.85
C -4.95 -2.05 -0.22
C -4.91 -0.80 -0.82
C -4.05 0.18 -0.34
H 0.29 1.26 2.49
H -4.29 3.23 1.06
H -4.62 5.25 -0.30
H -2.78 6.14 -1.68
H -0.58 4.99 -1.68
H -0.25 2.96 -0.33
H -1.35 3.19 3.75
H -2.33 3.80 5.92
H -4.41 2.72 6.69
H -5.51 1.02 5.27
H -4.53 0.40 3.10
H -2.59 -1.56 2.16
H -4.14 -3.29 1.33
H -5.63 -2.81 -0.59
H -5.56 -0.59 -1.67
H -4.04 1.15 -0.82
*
```

Calculated values
- highest occupied orbital energy (eV) = -6.99
- LUMO (eV) = 0.13
- gap between HOMO and LUMO (eV) = 7.1270

Löwdin atomic charge list, values in e, 6 entries: 0.848 -0.121 -0.092 -0.124 -0.299 0.064

=====

Calculated electronic energy, -6850.93508; -21806.01764; -28251.11626; -130091.73214; -113831.98211 eV (same order as the records).
Calculated energy relative to the best compared isomer or geometry (same formula, charge and spin), 39.7; 129.6; 6.8; 0.0; 0.0 kcal per mole (same order as the records).
Calculated molar mass, 143.5; 134.6; 243.4; 551.7; 899.8 g mol⁻¹ (same order as the records).